# 1
{"formula": "C26H37BF2N4NbO2S", "method": "wB97M-V/def2-TZVPD", "species": ["C", "C", "B", "O", "Nb", "F", "F", "S", "C", "C", "C", "C", "O", "H", "H", "H", "H", "H", "H", "H", "H", "H", "H", "H", "H", "H", "H", "H", "H", "H", "N", "C", "C", "C", "C", "C", "H", "H", "H", "H", "H", "N", "C", "C", "C", "C", "C", "H", "H", "H", "H", "H", "N", "C", "C", "C", "C", "C", "H", "H", "H", "H", "H", "N", "C", "C", "C", "C", "C", "H", "H", "H", "H", "H"], "coordinates": [[-0.78, -0.50, 1.34], [-0.50, -0.44, -0.19], [-0.77, 0.95, -0.94], [-0.78, 0.87, -2.39], [-1.09, 3.05, -0.05], [-0.13, 2.59, 1.73], [-1.99, 3.64, -1.84], [1.11, 3.70, -1.11], [-3.15, 2.57, 0.76], [-4.28, 2.43, -0.30], [-4.29, 1.02, -1.00], [-5.74, 0.50, -1.29], [-6.18, 0.98, -2.57], [-1.71, -0.01, 1.67], [-0.89, -1.58, 1.61], [0.09, -0.16, 1.93], [0.57, -0.71, -0.34], [-1.09, -1.24, -0.71], [-1.54, 0.38, -2.69], [-1.26, 4.76, 0.60], [0.95, 3.61, -2.47], [-3.43, 3.45, 1.39], [-3.21, 1.69, 1.43], [-4.33, 3.25, -1.03], [-5.25, 2.47, 0.25], [-3.78, 1.16, -1.97], [-3.71, 0.28, -0.41], [-6.44, 0.92, -0.56], [-5.70, -0.61, -1.28], [-5.74, 0.48, -3.25], [-4.18, 0.92, 6.54], [-4.95, 2.01, 6.43], [-4.74, 3.00, 5.48], [-3.69, 2.86, 4.60], [-2.88, 1.74, 4.70], [-3.17, 0.80, 5.68], [-5.76, 2.08, 7.14], [-5.40, 3.86, 5.44], [-3.49, 3.61, 3.85], [-2.04, 1.59, 4.02], [-2.57, -0.09, 5.79], [3.80, -0.70, -2.49], [5.11, -0.80, -2.73], [5.94, 0.28, -3.00], [5.37, 1.54, -3.02], [4.02, 1.68, -2.78], [3.28, 0.53, -2.52], [5.51, -1.81, -2.71], [6.99, 0.13, -3.19], [5.98, 2.41, -3.23], [3.54, 2.65, -2.79], [2.21, 0.59, -2.32], [3.59, -2.64, 1.39], [3.97, -2.86, 2.65], [5.17, -2.41, 3.18], [6.02, -1.69, 2.36], [5.64, -1.45, 1.05], [4.42, -1.94, 0.62], [3.28, -3.43, 3.26], [5.43, -2.61, 4.21], [6.97, -1.32, 2.74], [6.28, -0.89, 0.37], [4.08, -1.78, -0.40], [-0.09, -5.26, -3.10], [0.76, -4.90, -2.13], [1.74, -3.93, -2.27], [1.85, -3.29, -3.50], [0.98, -3.64, -4.52], [0.04, -4.62, -4.27], [0.64, -5.43, -1.19], [2.40, -3.68, -1.45], [2.60, -2.53, -3.65], [1.04, -3.16, -5.49], [-0.67, -4.92, -5.04]], "mulliken_charge": [-0.976, -0.013, 1.738, -0.751, -0.421, -0.710, -0.692, -0.410, -0.825, -0.462, 0.324, -0.690, -0.541, 0.031, 0.441, 0.253, 0.018, 0.248, 0.236, -0.027, 0.132, 0.437, 0.090, 0.240, 0.493, -0.049, -0.024, 0.345, 0.291, 0.312, -0.596, -0.187, -0.424, -0.209, -0.214, -0.240, 0.341, 0.355, 0.414, 0.366, 0.378, -0.131, -0.201, -0.686, -0.274, -0.535, -0.112, 0.420, 0.411, 0.378, 0.244, 0.492, -0.319, -0.352, -0.266, -0.439, -0.413, 0.208, 0.358, 0.363, 0.367, 0.401, 0.103, -0.610, -0.364, -0.153, 0.140, -0.590, -0.208, 0.382, 0.303, 0.338, 0.358, 0.364], "homo_lumo_gap_ev": 5.7, "multiplicity": 1, "energy_ha": -2062.18940, "total_charge": -1}

=====

# 2
{"formula": "C26H37BN5O6PSe2SiTeV", "method": "wB97M-V/def2-TZVPD", "species": ["V", "C", "N", "C", "Se", "N", "C", "C", "C", "C", "C", "C", "H", "H", "H", "H", "H", "H", "H", "H", "C", "C", "O", "P", "O", "Te", "O", "C", "C", "H", "H", "H", "H", "H", "H", "H", "H", "H", "H", "O", "B", "O", "C", "C", "C", "C", "C", "C", "H", "H", "H", "H", "O", "C", "N", "C", "Si", "C", "C", "Se", "H", "H", "H", "H", "H", "H", "H", "H", "H", "C", "C", "N", "C", "C", "N", "H", "H", "H", "H", "H", "H"], "coordinates": [[-0.44, -0.48, 0.10], [2.24, 1.27, -3.42], [1.98, 1.96, -2.19], [0.62, 2.03, -1.67], [-0.64, 2.92, -3.01], [0.80, 2.84, -0.50], [1.95, 3.58, -0.64], [2.43, 4.65, 0.08], [3.69, 5.18, -0.26], [4.41, 4.64, -1.31], [3.92, 3.55, -2.05], [2.69, 3.02, -1.70], [1.49, 1.54, -4.17], [2.20, 0.19, -3.26], [3.23, 1.54, -3.78], [-0.03, 3.18, -0.05], [1.86, 5.08, 0.89], [4.09, 6.01, 0.30], [5.37, 5.07, -1.57], [4.50, 3.15, -2.87], [5.55, -1.35, -0.07], [4.12, -1.20, -0.55], [3.44, -2.43, -0.26], [1.84, -2.40, 0.08], [1.55, -1.11, 0.79], [1.59, -4.60, 0.86], [1.24, -2.17, -1.43], [1.50, -3.19, -2.40], [1.30, -2.63, -3.80], [6.12, -0.43, -0.24], [6.04, -2.16, -0.61], [5.56, -1.59, 0.99], [4.09, -1.00, -1.62], [3.62, -0.37, -0.04], [0.82, -4.03, -2.23], [2.52, -3.56, -2.28], [0.33, -2.14, -3.87], [1.35, -3.44, -4.53], [2.07, -1.90, -4.04], [-3.32, 0.44, 1.21], [-2.05, 0.68, 0.62], [-1.94, 2.10, 0.50], [-3.07, 2.65, 0.98], [-3.43, 3.98, 1.08], [-4.68, 4.26, 1.63], [-5.53, 3.25, 2.06], [-5.16, 1.91, 1.96], [-3.92, 1.63, 1.42], [-2.77, 4.76, 0.73], [-4.99, 5.30, 1.73], [-6.50, 3.51, 2.47], [-5.82, 1.11, 2.29], [-1.20, -0.75, -2.75], [-0.63, -0.13, -1.89], [0.11, 0.72, -1.31], [-3.51, -4.79, 0.95], [-2.87, -3.30, -0.04], [-2.05, -3.92, -1.62], [-4.24, -2.10, -0.53], [-1.38, -2.28, 1.34], [-4.14, -5.46, 0.35], [-4.09, -4.45, 1.81], [-2.65, -5.34, 1.32], [-2.78, -4.33, -2.33], [-1.30, -4.68, -1.39], [-1.56, -3.07, -2.11], [-5.05, -2.59, -1.08], [-3.81, -1.33, -1.17], [-4.65, -1.60, 0.34], [1.40, -1.51, 3.95], [0.26, -0.56, 3.88], [0.29, 0.67, 3.42], [-0.98, 1.18, 3.61], [-1.77, 0.24, 4.20], [-0.97, -0.85, 4.39], [2.21, -1.13, 3.33], [1.11, -2.49, 3.57], [1.75, -1.62, 4.98], [-1.22, 2.19, 3.33], [-2.82, 0.24, 4.46], [-1.27, -1.77, 4.64]], "mulliken_spin": [1.143, -0.001, -0.001, -0.016, 0.000, 0.002, -0.002, 0.000, 0.000, 0.000, -0.001, 0.000, 0.000, 0.001, 0.000, 0.002, 0.000, 0.000, 0.000, 0.000, 0.000, -0.001, 0.000, 0.002, -0.001, 0.001, 0.025, 0.000, 0.001, 0.000, 0.000, 0.000, 0.000, 0.000, 0.000, 0.001, -0.002, 0.000, 0.000, -0.009, 0.006, -0.010, -0.005, 0.000, 0.000, 0.001, 0.002, -0.004, 0.000, 0.000, 0.000, 0.000, -0.053, -0.137, 0.044, -0.001, -0.003, 0.001, 0.006, 0.004, 0.000, 0.000, 0.000, 0.000, 0.000, -0.001, 0.000, -0.004, 0.000, 0.001, 0.007, 0.004, -0.007, 0.006, -0.001, 0.000, 0.000, 0.000, -0.001, 0.000, 0.000], "homo_lumo_gap_ev": [5.1, 5.1], "multiplicity": 2, "energy_ha": -8409.04244, "s_squared": 0.819, "total_charge": -2}

=====

# 3
{"formula": "C26H37HfN6O5SSe2", "method": "wB97M-V/def2-TZVPD", "species": ["Hf", "C", "N", "C", "C", "O", "C", "O", "C", "C", "O", "N", "C", "C", "H", "H", "H", "H", "H", "H", "H", "H", "H", "H", "H", "H", "H", "H", "H", "H", "N", "C", "S", "N", "N", "C", "C", "C", "C", "C", "C", "C", "C", "C", "C", "C", "C", "N", "H", "H", "H", "H", "H", "H", "H", "H", "H", "H", "H", "O", "C", "C", "C", "O", "C", "Se", "C", "Se", "H", "H", "H", "H", "H", "H", "H", "H", "H", "H"], "coordinates": [[0.34, -0.50, 0.55], [4.40, 2.80, -1.79], [3.86, 1.57, -1.22], [4.81, 0.64, -0.61], [2.57, 1.28, -1.26], [2.12, 0.23, -0.79], [1.62, 2.28, -1.93], [0.35, 1.70, -2.08], [0.25, 0.81, -3.16], [-0.42, -0.47, -2.71], [-0.58, -0.71, -1.50], [-0.83, -1.32, -3.63], [-0.70, -1.03, -5.06], [-1.45, -2.60, -3.26], [5.33, 3.04, -1.27], [4.63, 2.69, -2.85], [3.73, 3.64, -1.64], [5.30, 1.11, 0.24], [4.27, -0.24, -0.28], [5.56, 0.36, -1.34], [1.50, 3.15, -1.28], [2.02, 2.61, -2.89], [-0.32, 1.27, -3.97], [1.23, 0.54, -3.56], [0.29, -0.66, -5.31], [-0.85, -1.95, -5.61], [-1.45, -0.31, -5.40], [-1.38, -2.74, -2.18], [-2.50, -2.60, -3.56], [-0.93, -3.41, -3.76], [-0.59, 4.02, 0.62], [-0.58, 2.67, 0.80], [0.90, 1.97, 1.37], [-1.69, 2.06, 0.50], [-1.64, 0.68, 0.56], [-2.80, 0.13, 0.58], [-4.06, 0.92, 0.64], [-4.83, 0.86, 1.80], [-6.01, 1.57, 1.89], [-6.45, 2.33, 0.81], [-5.69, 2.38, -0.35], [-4.49, 1.69, -0.44], [-2.85, -1.34, 0.57], [-4.06, -2.01, 0.48], [-4.07, -3.40, 0.54], [-2.87, -4.06, 0.71], [-1.70, -3.31, 0.75], [-1.68, -1.98, 0.66], [0.10, 4.57, 1.10], [-1.49, 4.44, 0.46], [-4.48, 0.26, 2.64], [-6.60, 1.54, 2.80], [-7.38, 2.88, 0.87], [-6.02, 2.98, -1.19], [-3.88, 1.75, -1.33], [-4.98, -1.45, 0.37], [-5.00, -3.94, 0.47], [-2.82, -5.13, 0.79], [-0.74, -3.79, 0.84], [2.56, -0.64, 1.71], [3.22, -1.80, 2.24], [2.30, -2.99, 2.53], [3.13, -3.96, 3.40], [4.35, -4.37, 2.81], [1.09, -2.64, 3.40], [-0.01, -1.02, 3.10], [1.94, -3.74, 1.25], [1.34, -2.73, -0.33], [2.48, 0.00, 2.43], [3.73, -1.51, 3.16], [3.98, -2.11, 1.52], [2.50, -4.81, 3.68], [3.40, -3.43, 4.32], [4.22, -5.20, 2.34], [1.42, -2.50, 4.43], [0.40, -3.49, 3.40], [1.19, -4.50, 1.47], [2.83, -4.25, 0.88]], "mulliken_charge": [0.420, -1.043, 0.145, -0.996, 0.872, -0.466, -1.507, -0.301, -1.295, 0.563, 0.619, 0.254, -1.000, -0.764, 0.365, 0.292, 0.391, 0.366, 0.143, 0.427, 0.484, 0.657, 0.553, 0.508, 0.365, 0.337, 0.333, 0.063, 0.355, 0.380, -0.398, 0.463, -0.578, -1.394, 1.204, 0.534, -0.977, 0.107, -0.814, -0.440, -0.818, 0.042, 0.627, -0.829, -0.862, -1.050, 0.152, 0.828, 0.267, 0.238, 0.488, 0.409, 0.413, 0.425, 0.447, 0.537, 0.474, 0.507, -0.070, -0.169, -1.747, 2.845, -1.498, -0.555, -1.693, -0.255, -1.891, -0.328, 0.250, 0.571, 0.371, 0.464, 0.527, 0.340, 0.567, 0.493, 0.592, 0.664], "homo_lumo_gap_ev": 6.8, "multiplicity": 1, "energy_ha": -6966.73399, "de_lowest_kj_mol": 0.0, "total_charge": 1}